{"formula": "C2H2N5", "method": "ωB97M-V/def2-TZVPD", "symbols": ["C", "C", "N", "N", "N", "N", "N", "H", "H"], "coordinates": [[-0.937, -0.361, -0.296], [1.788, 0.086, 0.161], [-1.447, 0.821, -0.153], [-1.690, -1.413, -0.315], [-2.771, 0.499, -0.158], [-2.893, -0.804, -0.183], [2.599, 0.902, -0.329], [1.863, -0.684, 1.066], [3.488, 0.954, 0.206]], "forces_ev_per_angstrom": [[3.292, 0.385, 0.210], [-0.081, -1.028, 0.811], [-0.674, 0.318, -0.565], [-0.331, 0.007, 0.284], [-0.020, -0.281, 0.803], [-1.325, -0.088, -0.610], [-0.571, -0.908, 1.018], [0.034, 1.622, -1.634], [-0.325, -0.028, -0.318]], "mulliken_charge": [0.40, 0.04, -0.32, -0.41, -0.32, -0.30, -0.51, 0.18, 0.24], "gap_ev": [8.880, 8.068], "max_force_ha_per_bohr": 0.0646, "homo_energy_ev": [-4.99, -4.54], "lumo_energy_ev": [3.893, 3.527], "charge": -1, "spin_multiplicity": 1, "e_above_lowest_kcal_mol": 103.98}